1.
{"formula": "C32H47N5Pt", "method": "wB97M-V/def2-TZVPD", "species": ["Pt", "N", "N", "N", "N", "N", "C", "C", "C", "C", "C", "C", "C", "C", "C", "C", "C", "C", "C", "C", "C", "C", "C", "C", "C", "C", "C", "C", "C", "C", "C", "C", "C", "C", "C", "C", "C", "C", "H", "H", "H", "H", "H", "H", "H", "H", "H", "H", "H", "H", "H", "H", "H", "H", "H", "H", "H", "H", "H", "H", "H", "H", "H", "H", "H", "H", "H", "H", "H", "H", "H", "H", "H", "H", "H", "H", "H", "H", "H", "H", "H", "H", "H", "H", "H"], "coordinates": [[-0.023, 0.088, 0.041], [0.832, -1.690, 0.587], [0.559, -0.778, -1.804], [0.365, 0.908, 2.018], [-0.912, 1.922, -0.644], [-2.632, -0.368, 0.184], [1.765, -2.691, -2.832], [0.683, -0.127, -3.106], [-1.187, 2.331, 3.326], [-2.077, 2.492, 4.379], [-0.127, 3.122, -0.256], [-1.054, 2.038, -2.122], [1.746, -3.877, -0.166], [-2.293, 2.053, -0.072], [-0.254, -0.374, -4.104], [2.482, -1.991, 3.888], [0.554, -3.418, 3.885], [-3.148, -1.529, -0.551], [1.076, -2.122, 1.960], [2.220, -1.602, 2.578], [1.786, 0.712, -3.293], [-0.900, -3.745, 1.883], [1.887, 1.377, -4.509], [0.244, -3.055, 2.577], [1.651, -2.886, 4.542], [-1.654, 0.243, 5.086], [2.858, 0.891, -2.251], [-3.164, 0.862, -0.409], [-0.758, 0.075, 4.040], [-2.328, 1.443, 5.252], [1.195, -2.502, -0.348], [-1.377, -1.366, -3.967], [-0.556, 1.108, 3.142], [1.117, -1.937, -1.717], [0.934, 1.203, -5.501], [-0.117, 0.326, -5.302], [-3.099, -0.486, 1.575], [3.196, -0.683, 1.875], [1.073, 0.242, 2.316], [-3.021, 1.573, 6.072], [1.159, -4.579, -0.762], [2.797, -0.242, 0.961], [0.885, 3.033, -0.646], [-4.245, -1.541, -0.560], [-0.705, -4.817, 1.820], [-1.492, 1.140, -2.538], [2.769, -3.920, -0.545], [3.520, 0.022, -2.205], [3.512, 0.124, 2.536], [-0.980, 3.180, 2.689], [1.029, 1.732, -6.440], [1.869, -3.184, 5.559], [-0.229, -0.861, 3.928], [-2.350, -0.868, -3.974], [0.871, 1.771, 1.850], [-2.204, 2.195, 1.002], [-3.209, 0.733, -1.490], [-1.830, -3.628, 2.440], [-4.192, -0.584, 1.609], [-1.695, 2.894, -2.345], [-1.306, -1.959, -3.059], [-1.814, -0.570, 5.783], [-2.654, -1.365, 2.034], [-0.080, 2.200, -2.573], [-0.597, 4.010, -0.687], [2.446, 1.025, -1.247], [1.742, -2.143, -3.766], [-2.797, -1.501, -1.577], [3.478, 1.754, -2.487], [-2.810, -2.449, -0.079], [1.747, -4.200, 0.868], [2.728, 2.039, -4.677], [-0.108, 3.253, 0.818], [1.266, -3.653, -2.970], [-1.374, -2.056, -4.811], [-2.736, 2.959, -0.494], [2.803, -2.907, -2.570], [-0.077, -4.142, 4.388], [4.100, -1.232, 1.603], [-2.814, 0.386, 2.158], [-0.840, 0.160, -6.091], [-2.564, 3.448, 4.521], [3.357, -1.597, 4.390], [-1.060, -3.378, 0.872], [-4.192, 1.055, -0.076]], "forces_ev_per_a": [[0.60, -0.04, -0.36], [0.16, -0.50, 0.19], [0.25, 0.06, -0.29], [-0.29, -0.02, -0.13], [-0.06, 0.06, -0.08], [-0.56, -0.24, 0.21], [-0.07, 0.06, 0.01], [-0.06, -0.12, 0.30], [0.02, -0.02, 0.03], [-0.02, 0.00, 0.00], [-0.02, 0.01, -0.07], [0.04, -0.08, 0.03], [0.00, 0.09, 0.01], [0.07, -0.03, -0.01], [0.00, 0.02, -0.13], [-0.03, 0.02, 0.02], [-0.05, 0.01, 0.02], [0.01, 0.15, 0.01], [0.03, 0.26, -0.33], [0.01, 0.04, 0.10], [0.02, 0.07, -0.02], [-0.02, 0.06, -0.06], [0.01, 0.06, 0.02], [-0.01, -0.07, 0.09], [0.00, 0.02, 0.01], [0.04, -0.05, 0.01], [-0.02, -0.05, 0.08], [0.19, -0.04, -0.01], [-0.11, -0.05, -0.02], [0.02, 0.03, 0.00], [-0.06, 0.23, -0.07], [-0.02, 0.01, 0.05], [0.09, 0.09, -0.13], [-0.14, 0.01, 0.19], [0.00, -0.01, -0.01], [0.03, -0.02, 0.00], [0.01, 0.10, -0.09], [0.03, -0.02, -0.02], [-0.04, 0.01, 0.20], [0.00, -0.01, -0.01], [0.01, 0.00, 0.02], [-0.01, -0.02, 0.00], [0.00, 0.00, 0.04], [-0.01, -0.02, 0.01], [0.01, 0.01, 0.00], [-0.03, 0.02, 0.00], [-0.02, 0.01, 0.01], [-0.03, -0.01, -0.03], [0.02, -0.03, 0.03], [0.03, 0.00, -0.07], [-0.01, 0.00, 0.01], [0.00, 0.00, -0.02], [0.03, -0.05, -0.02], [0.00, 0.01, 0.02], [0.00, 0.10, -0.02], [0.00, -0.10, 0.07], [-0.05, 0.00, 0.01], [0.01, 0.03, 0.02], [0.01, -0.02, 0.02], [0.01, 0.00, 0.00], [0.00, -0.02, 0.05], [0.00, 0.01, 0.00], [0.04, -0.04, 0.06], [-0.03, -0.01, 0.00], [0.04, 0.01, 0.01], [-0.05, 0.02, 0.00], [0.00, -0.01, -0.02], [0.03, -0.03, -0.10], [0.00, -0.01, -0.01], [0.04, -0.02, 0.01], [0.00, 0.01, 0.04], [-0.01, -0.02, 0.00], [0.00, -0.05, 0.11], [-0.01, 0.01, 0.01], [0.01, 0.03, -0.01], [-0.01, 0.05, 0.08], [-0.01, 0.01, -0.03], [0.02, 0.00, -0.01], [-0.01, -0.02, -0.02], [0.00, 0.02, 0.01], [0.01, -0.01, 0.01], [0.01, -0.01, 0.00], [-0.01, 0.00, -0.01], [-0.04, 0.04, -0.01], [0.00, 0.03, 0.03]], "mulliken_charge": [2.71, 0.86, 0.30, -0.92, -0.09, 0.36, -2.10, -1.90, -0.26, -0.78, -1.01, -1.23, -2.18, -0.59, 1.82, -1.21, -1.14, -0.97, -0.74, 1.44, 1.59, -1.50, -1.11, 1.59, -1.14, -0.71, -1.10, -1.28, 0.04, -0.79, 1.39, -1.74, 0.26, 1.48, -1.09, -0.97, -1.01, -1.34, 0.06, 0.43, 0.41, -0.01, 0.24, 0.42, 0.48, 0.19, 0.52, 0.29, 0.50, 0.32, 0.44, 0.46, 0.33, 0.43, 0.54, 0.23, 0.44, 0.50, 0.50, 0.50, 0.16, 0.47, -0.12, 0.41, 0.44, -0.07, 0.39, 0.00, 0.52, 0.24, 0.35, 0.49, 0.23, 0.41, 0.53, 0.66, 0.48, 0.56, 0.39, 0.41, 0.55, 0.45, 0.56, -0.22, 0.56], "e_above_lowest_kcal_mol": 24.8, "multiplicity": 1, "charge": 2, "homo_lumo_gap_ev": 7.124, "max_force_ev_per_a": 0.70, "e_tot_ev": -44631.72529}

=====

2.
{"formula": "C4H9NO2", "method": "wB97M-V/def2-TZVPD", "species": ["O", "O", "N", "C", "C", "C", "C", "H", "H", "H", "H", "H", "H", "H", "H", "H"], "coordinates": [[-0.115, 1.741, -1.454], [1.991, 1.937, -1.431], [-0.072, -1.208, -0.996], [-0.401, -0.369, 0.203], [-0.709, -1.106, 1.458], [1.002, 1.434, -0.873], [0.737, 0.595, 0.335], [-0.864, -0.997, -1.623], [-0.177, -2.064, 1.598], [1.518, -0.076, 0.494], [-0.406, -0.513, 2.341], [-1.804, -1.322, 1.488], [0.005, -2.164, -0.700], [-1.325, 0.213, 0.061], [0.610, 1.334, 1.082], [0.012, 2.565, -1.984]], "forces_ev_per_a": [[-3.67, 1.42, -0.80], [-0.31, -1.54, 2.61], [-1.43, 1.60, 0.50], [-0.84, 0.77, -1.23], [-0.24, -1.01, 1.49], [2.77, 1.27, -2.59], [0.36, 0.08, -0.84], [0.89, -1.11, 0.07], [-0.07, 0.27, -0.34], [2.10, -0.39, 0.68], [-0.48, -0.14, -0.32], [0.88, 0.05, 0.25], [-0.42, -0.48, -0.36], [0.29, -0.13, -0.67], [-0.06, 0.46, 1.35], [0.21, -1.12, 0.20]], "nbo_charge": [-0.70, -0.62, -0.85, -0.06, -0.62, 0.81, -0.51, 0.38, 0.21, 0.23, 0.22, 0.22, 0.36, 0.19, 0.23, 0.51], "e_above_lowest_kcal_mol": 34.1, "multiplicity": 1, "homo_lumo_gap_ev": 10.533, "max_force_ev_per_a": 4.01, "e_tot_ev": -9878.58066}

=====

3.
{"formula": "C25H41BeBrN2P2", "method": "wB97M-V/def2-TZVPD", "species": ["Br", "P", "P", "N", "N", "C", "C", "C", "C", "C", "C", "C", "C", "C", "C", "C", "C", "C", "C", "C", "C", "C", "C", "C", "C", "C", "C", "C", "C", "C", "Be", "H", "H", "H", "H", "H", "H", "H", "H", "H", "H", "H", "H", "H", "H", "H", "H", "H", "H", "H", "H", "H", "H", "H", "H", "H", "H", "H", "H", "H", "H", "H", "H", "H", "H", "H", "H", "H", "H", "H", "H", "H"], "coordinates": [[-4.809, 0.266, 2.601], [2.810, -0.898, 1.046], [-1.727, -2.296, -0.528], [-0.571, 6.113, -4.109], [0.408, 0.788, 1.329], [0.042, -4.305, 0.182], [-3.167, 2.513, -0.220], [3.307, -3.589, 1.896], [-0.729, 2.361, -0.375], [-0.241, 6.260, -2.832], [-1.883, 2.889, 1.813], [-3.140, -2.700, 0.624], [-1.676, -0.495, -0.793], [-4.231, 2.087, 0.565], [-2.861, 2.260, 2.585], [3.592, -0.261, -1.601], [-0.681, 3.738, -3.782], [-0.334, 3.880, -2.411], [-1.909, 2.676, 0.419], [-4.043, 1.793, 1.943], [3.364, -1.427, -0.627], [4.197, -0.068, 1.869], [-0.315, 2.797, -1.485], [-2.511, -0.178, -2.071], [2.509, -2.322, 2.194], [-0.784, 4.884, -4.571], [-0.109, 5.192, -1.944], [-4.269, -3.435, -0.080], [-0.368, -2.881, 0.557], [5.458, -0.905, 1.964], [-0.570, 0.748, -0.041], [-2.755, -3.360, 1.421], [1.432, -2.558, 2.187], [0.094, 0.067, 1.985], [1.132, -4.405, 0.128], [-4.749, -2.814, -0.837], [0.469, -2.183, 0.427], [4.421, 0.390, -1.290], [5.801, -1.237, 0.980], [-0.342, -5.011, 0.931], [2.978, -4.072, 0.964], [2.731, -1.958, 3.211], [6.256, -0.304, 2.412], [-2.699, 0.902, -2.161], [-1.114, 3.561, 2.242], [-2.696, 2.066, 3.641], [-0.707, -2.808, 1.604], [-5.186, 1.858, 0.084], [-0.340, -4.588, -0.808], [-3.477, -0.712, -2.036], [-1.043, 4.819, -5.630], [-2.094, 0.049, 0.100], [0.060, 5.396, -0.897], [3.863, -0.648, -2.592], [-1.966, -0.511, -2.973], [-5.045, -3.723, 0.633], [-3.250, 2.563, -1.337], [0.492, 1.732, 1.781], [-0.075, 7.280, -2.494], [1.333, 0.492, 0.920], [-0.938, 2.778, -4.224], [3.840, 0.202, 2.873], [2.547, -2.051, -1.029], [2.694, 0.361, -1.744], [4.271, -2.057, -0.581], [4.374, 0.874, 1.331], [5.326, -1.781, 2.605], [-3.506, -1.790, 1.119], [3.164, -4.313, 2.714], [-0.561, -0.254, -1.059], [4.385, -3.391, 1.818], [-3.880, -4.348, -0.537]], "forces_ev_per_a": [[-1.25, -0.60, 0.86], [-0.02, 0.11, -0.19], [-0.34, -2.82, -0.45], [0.23, -0.09, 0.01], [-1.58, 0.72, -0.08], [0.01, -0.40, -0.05], [0.47, -0.37, 0.13], [0.18, -0.46, 0.15], [1.37, 2.50, -3.77], [-0.18, -0.19, 0.21], [0.37, -0.26, 0.05], [-0.17, 0.48, 0.17], [0.11, 0.56, -0.46], [-0.57, 0.06, 0.47], [-1.17, 0.48, -0.75], [0.22, 0.09, -0.06], [-0.19, 0.07, 0.23], [0.85, -0.17, -1.89], [-1.78, 0.52, -0.02], [2.55, 0.42, -1.45], [0.29, -0.67, -0.02], [0.13, 0.20, -0.11], [-2.44, 1.96, 2.09], [0.26, 0.29, 0.04], [-0.16, -0.24, -0.21], [-0.05, -0.29, -0.02], [0.05, -0.07, 0.20], [-0.23, -0.04, -0.02], [0.16, 1.23, 0.20], [0.56, 0.13, 0.26], [0.57, 0.37, 2.42], [0.13, 0.39, -0.36], [0.52, 0.08, 0.09], [0.67, 0.35, 0.23], [-0.32, -0.02, 0.16], [0.06, -0.12, -0.11], [0.02, -0.14, 0.01], [-0.29, -0.12, 0.01], [0.00, 0.02, 0.13], [0.17, 0.07, -0.35], [0.19, 0.20, 0.28], [0.03, 0.04, -0.36], [-0.01, -0.14, -0.11], [0.04, -0.50, -0.03], [0.01, -1.19, 0.04], [-0.19, 0.40, -0.03], [0.36, 0.00, -0.28], [0.30, -0.02, 0.23], [0.02, 0.01, 0.29], [0.46, 0.22, 0.08], [0.01, -0.12, 0.35], [0.24, 0.22, -0.14], [0.31, -0.09, 0.00], [-0.09, 0.03, 0.28], [-0.27, -0.01, 0.55], [0.09, 0.02, -0.01], [0.04, -0.02, 1.35], [-0.34, -1.34, -0.41], [-0.05, -0.17, 0.05], [0.48, -0.63, 0.79], [0.30, 0.08, 0.16], [0.03, 0.02, -0.22], [0.30, 0.00, 0.17], [0.17, -0.12, 0.18], [-0.40, 0.18, -0.06], [0.09, -0.14, 0.13], [0.00, 0.19, -0.12], [0.04, -0.16, -0.03], [0.06, 0.16, -0.32], [-0.88, -1.07, -0.43], [-0.39, -0.13, -0.03], [-0.17, 0.12, -0.12]], "mulliken_charge": [-0.06, 0.34, -0.37, -0.47, 0.08, -1.36, -0.53, -1.28, 0.31, -0.36, -0.72, 0.23, 1.44, -0.67, -0.62, -1.23, -0.33, 0.12, 0.29, 0.02, -0.31, -0.49, 1.12, -0.90, -0.21, -0.40, -0.44, -1.28, 1.22, -1.18, -0.80, 0.51, 0.22, 0.46, 0.20, 0.30, -1.41, 0.34, 0.31, 0.32, 0.22, 0.48, 0.41, 0.15, 0.66, 0.50, 0.65, 0.43, 0.49, 0.32, 0.40, -0.94, 0.46, 0.43, 0.38, 0.40, 0.70, 0.50, 0.40, -0.90, 0.45, 0.40, 0.34, 0.14, 0.54, 0.43, 0.24, -0.31, 0.42, 0.13, 0.31, 0.37], "e_above_lowest_kcal_mol": 63.0, "multiplicity": 1, "charge": 2, "homo_lumo_gap_ev": [5.301, 5.300], "max_force_ev_per_a": 4.73, "e_tot_ev": -118572.31348}

=====

4.
{"formula": "C5H10N2O", "method": "wB97M-V/def2-TZVPD", "species": ["O", "N", "N", "C", "C", "C", "C", "C", "H", "H", "H", "H", "H", "H", "H", "H", "H", "H"], "coordinates": [[1.330, -0.863, -0.329], [0.042, -2.646, 0.529], [-0.458, -0.419, 1.064], [-0.935, 1.230, -2.226], [0.716, -1.347, 0.680], [-0.074, 0.861, 1.344], [0.203, 1.696, 0.000], [-0.936, 1.655, -0.963], [1.027, 1.120, -0.425], [1.256, -1.424, 1.648], [-0.855, 1.399, 1.889], [-0.273, 0.420, -2.491], [0.860, 0.968, 1.896], [-1.898, 1.993, -0.565], [0.449, 2.730, 0.214], [-1.813, 1.456, -2.811], [-0.956, -2.555, 0.395], [0.464, -3.095, -0.279]], "forces_ev_per_a": [[-0.78, 0.89, -0.77], [0.41, 0.06, -0.41], [0.41, 0.25, -1.79], [-0.34, -0.66, 1.24], [-0.65, -1.78, 3.22], [0.59, 1.03, 0.44], [-0.47, -1.33, -0.88], [-0.85, 0.42, 0.15], [0.23, 0.35, 0.13], [0.61, 0.17, -0.31], [-0.42, -0.17, -0.28], [0.74, 0.59, -0.72], [0.45, -0.30, 0.13], [0.31, 0.77, -0.18], [0.05, 0.08, 0.44], [-0.09, -0.37, -0.25], [0.03, 0.20, -0.25], [-0.22, -0.21, 0.07]], "nbo_charge": [-0.60, -0.83, -0.03, -0.38, 0.34, -0.33, -0.37, -0.18, 0.27, 0.08, 0.25, 0.22, 0.20, 0.19, 0.23, 0.20, 0.37, 0.37], "e_above_lowest_kcal_mol": 151.8, "multiplicity": 1, "homo_lumo_gap_ev": 6.378, "max_force_ev_per_a": 3.73, "e_tot_ev": -10368.72113}

=====

5.
{"formula": "C6H10N2", "method": "wB97M-V/def2-TZVPD", "species": ["N", "N", "C", "C", "C", "C", "C", "C", "H", "H", "H", "H", "H", "H", "H", "H", "H", "H"], "coordinates": [[-1.439, 0.087, -1.509], [-0.328, -0.708, -1.086], [-1.495, -0.402, 0.911], [0.669, -0.157, -0.159], [2.135, -0.505, -0.409], [-0.356, -1.125, 0.206], [-2.220, 0.200, -0.401], [0.525, 1.402, 0.138], [-3.103, 0.687, -0.232], [-0.249, -2.153, 0.521], [2.905, 0.212, 0.266], [-2.107, -1.106, 1.203], [1.937, 0.010, -1.545], [1.566, 1.755, 0.818], [0.588, 1.914, -0.828], [-0.518, 1.377, 0.538], [-0.955, 0.212, 1.705], [2.445, -1.700, -0.138]], "forces_ev_per_a": [[-3.10, 0.25, 4.70], [1.32, -0.23, -4.53], [2.50, 2.49, -2.70], [1.79, 1.71, 0.61], [0.78, 0.75, -0.57], [-1.45, 0.52, 4.06], [6.21, -1.27, -1.12], [1.97, -1.73, 1.26], [-2.25, 1.29, -0.66], [0.56, -0.30, -0.39], [-2.24, -2.03, -2.00], [-3.31, -3.28, 2.61], [2.47, -2.23, 2.32], [-3.78, -0.89, -1.60], [-0.12, 0.06, 0.31], [1.63, 1.87, 0.07], [-2.04, -0.42, -0.74], [-0.92, 3.44, -1.64]], "nbo_charge": [-0.20, -0.31, -0.50, 0.08, -0.64, -0.10, 0.06, -0.64, 0.19, 0.21, 0.22, 0.21, 0.26, 0.22, 0.23, 0.23, 0.24, 0.24], "e_above_lowest_kcal_mol": 154.9, "multiplicity": 1, "homo_lumo_gap_ev": 9.336, "max_force_ev_per_a": 6.44, "e_tot_ev": -9357.71805}

=====

6.
{"formula": "C4H7NO2", "method": "wB97M-V/def2-TZVPD", "species": ["O", "O", "N", "C", "C", "C", "C", "H", "H", "H", "H", "H", "H", "H"], "coordinates": [[0.979, -0.214, -1.264], [-0.636, -0.515, -2.779], [-0.043, 0.868, 0.486], [0.120, 1.680, 1.673], [-0.232, -0.780, -1.688], [-0.806, -1.814, -0.760], [0.998, 0.527, -0.133], [1.167, 1.932, 1.899], [-0.711, -1.515, 0.284], [-1.855, -1.973, -1.012], [-0.305, 1.152, 2.534], [2.028, 0.794, 0.127], [-0.445, 2.609, 1.549], [-0.259, -2.751, -0.915]], "forces_ev_per_a": [[-0.01, 0.02, -0.05], [0.22, -0.10, 0.55], [0.39, -0.13, -0.28], [0.00, 0.13, 0.17], [-0.28, -0.06, -0.40], [-0.06, 0.00, 0.04], [-0.22, 0.14, 0.26], [-0.14, -0.05, -0.05], [0.00, -0.04, -0.17], [0.15, 0.02, 0.01], [0.06, 0.09, -0.11], [-0.15, -0.02, 0.00], [0.08, -0.13, 0.03], [-0.04, 0.14, -0.01]], "nbo_charge": [-0.53, -0.51, -0.49, -0.43, 0.82, -0.74, 0.40, 0.17, 0.25, 0.24, 0.20, 0.15, 0.21, 0.24], "e_above_lowest_kcal_mol": 26.9, "multiplicity": 1, "homo_lumo_gap_ev": 11.291, "max_force_ev_per_a": 0.60, "e_tot_ev": -9846.11481}